Computed, not measured: a molecular structure, C30H39O10P2Tc, with ωB97M-V/def2-TZVPD.

```
82
Properties=species:S:1:pos:R:3:mulliken_spin:R:1
H 2.0700 2.4393 1.0709 0.02
C 4.2887 -2.2043 -2.4424 -0.01
H 5.2268 -1.6726 -2.5076 0.00
H -2.5695 4.7868 0.7275 0.00
C -3.1836 -3.4483 -3.8865 0.01
H 1.4622 -3.2068 0.7485 0.01
H 0.9460 -4.1009 -2.1803 0.00
C 4.2843 -3.5882 -2.3334 0.02
H -2.1946 5.3060 2.3878 0.00
H -1.4170 3.1413 -2.2825 0.00
O -0.5633 4.6800 -1.1948 0.00
P 0.3891 -1.2051 -2.1002 0.10
C -1.8898 5.3813 1.3404 0.00
C 1.7426 -0.4216 0.7150 -0.42
H -1.0266 -0.9984 -4.7412 0.00
C 3.6958 -1.8640 1.3667 -0.04
O 1.4319 4.1691 0.1327 0.00
H -1.9585 6.4254 1.0237 0.00
C 1.8798 -2.1724 -2.3609 -0.02
H -3.3249 2.5113 4.1881 0.00
O -3.2365 -2.1854 0.9128 0.02
H 5.2160 -4.1356 -2.3111 0.00
H -3.8040 -0.6757 2.7744 0.00
C -2.8792 -0.2978 2.3344 -0.01
C -2.6732 -3.7790 -2.6392 0.00
H 2.6066 0.1649 0.3634 -0.01
C -2.5893 -2.4438 -4.6333 0.00
C 3.0727 -4.2638 -2.2496 -0.01
H 0.3302 -2.3935 1.8219 0.00
C -3.0321 1.1629 1.8474 0.02
H 2.9113 0.0670 3.1073 0.00
O -0.9089 0.8386 2.7796 0.03
H 4.3636 -1.0046 1.3769 0.00
H -3.2929 0.2174 4.8881 0.00
H 3.7372 -2.3140 0.3780 0.02
C 0.6279 0.3058 -3.1157 0.02
H 3.1177 -0.4201 -2.4888 0.01
C -2.4478 -1.3201 1.2568 0.02
H -4.0123 1.5668 2.1193 0.00
H -1.6126 2.6604 4.6200 0.00
O -1.8099 1.1689 -0.2522 0.00
C 3.1052 -1.4984 -2.4409 0.03
H 3.2532 3.7750 0.9040 0.00
C 1.8826 -3.5678 -2.2593 0.01
C 2.2540 -1.4446 1.6901 -0.22
C -1.7518 -0.1366 3.3700 0.02
H 1.6559 -3.3679 2.5000 0.00
H 0.1136 3.7848 -2.9252 0.00
H -3.1459 -4.5461 -2.0441 0.00
C 1.3030 1.4484 -2.3001 -0.01
H -0.3660 0.6775 -3.3858 0.00
C -0.9545 -2.1144 -2.9013 -0.02
H -2.9932 -2.1762 -5.6009 0.00
H 4.0532 -2.5932 2.0938 0.00
H -1.1945 -1.0497 3.5780 0.00
O 2.0655 2.1964 -2.8879 0.01
C -1.4806 -1.7781 -4.1472 0.00
C -2.3465 2.0434 4.1018 0.01
Tc -0.0298 0.1931 0.1136 3.32
C 1.3661 -2.6895 1.6995 -0.03
C -2.9114 1.4191 0.3094 0.01
H -1.2144 -3.3038 -1.1390 0.01
H -1.4753 2.7287 2.1709 -0.01
C -0.8219 4.0452 -2.4277 0.00
H -1.3851 4.7538 -3.0412 0.00
O 0.9823 1.5483 -1.0713 0.00
H 2.4971 -1.4906 3.8465 -0.01
C -2.3087 0.5902 4.6113 0.00
O -1.2303 -1.2537 0.8751 0.05
H 1.9401 3.8872 2.1073 0.00
H 1.2038 0.1234 -4.0263 0.00
C -1.5765 -3.1061 -2.1396 0.03
P -0.1443 3.7845 0.1005 0.05
C 2.2189 -0.7723 3.0753 -0.06
H 3.0667 -5.3426 -2.1644 0.00
C -1.8984 1.8463 2.6420 -0.01
C 2.2117 3.5251 1.1117 -0.03
H -1.6365 0.4752 5.4624 0.00
O -3.8876 1.9073 -0.2463 0.01
H 1.2181 -0.3973 3.2699 0.03
H -4.0534 -3.9606 -4.2716 0.00
O -0.5581 4.9590 1.2246 0.00
```

HOMO level (alpha / beta): -4.00 / -5.34 eV
total charge: -1
multiplicity: 4
gap between HOMO and LUMO (alpha / beta): 6.7 / 8.0 eV
F_max: 1.82 eV/Å